Version 1
{
  "formula": "C2H8OS",
  "method": "the ωB97M-V functional and the def2-TZVPD basis",
  "homo_ev": -8.79,
  "lumo_ev": 0.75,
  "homo_lumo_gap_ha": 0.3509,
  "smiles": "CCS.O",
  "species": ["C", "C", "S", "H", "H", "H", "H", "H", "H", "O", "H", "H"],
  "coordinates": [[-2.15466, 1.30143, 0.47096], [-1.01254, 0.47469, 1.03034], [-0.17364, -0.28137, -0.39133], [-2.69614, 0.86057, -0.38288], [-1.64252, 2.21625, 0.12830], [-2.88764, 1.57837, 1.24728], [-1.32891, -0.35022, 1.69734], [-0.23073, 1.05362, 1.55858], [0.22311, -1.46801, 0.11561], [3.66206, -1.70362, -2.06768], [3.82396, -2.55281, -1.59767], [4.41765, -1.12889, -1.80885]]
}


Version 2
{
  "formula": "C2H8OS",
  "method": "the ωB97M-V functional and the def2-TZVPD basis",
  "homo_ev": -9.16,
  "lumo_ev": 0.77,
  "homo_lumo_gap_ha": 0.3647,
  "smiles": "CO.CS",
  "species": ["C", "O", "H", "H", "H", "H", "C", "S", "H", "H", "H", "H"],
  "coordinates": [[1.40965, -0.07115, -1.37639], [2.22985, -1.32911, -1.31539], [1.35106, 0.58984, -0.37546], [0.48672, -0.35165, -1.70152], [1.85314, 0.60933, -2.25956], [1.72465, -2.17602, -1.28228], [-1.31009, 0.51006, 1.84636], [-1.86489, -0.54362, 0.49610], [-2.05153, 1.22092, 2.12211], [-0.59011, 1.12749, 1.42731], [-0.92383, -0.00422, 2.78495], [-2.31462, 0.41815, -0.36623]]
}


Most stable pick: version 1. Distance to second place: 1.305 eV.


Version 1
{
  "formula": "C10H13NO",
  "method": "the ωB97M-V functional and the def2-TZVPD basis",
  "homo_ev": -7.74,
  "lumo_ev": 0.69,
  "homo_lumo_gap_ha": 0.3099,
  "smiles": "Cc1c[nH]c2ccccc12.CO",
  "species": ["C", "C", "C", "N", "C", "C", "C", "C", "C", "C", "H", "H", "H", "H", "H", "H", "H", "H", "H", "C", "O", "H", "H", "H", "H"],
  "coordinates": [[-2.77029, -0.84938, 0.70236], [-1.38340, -0.46056, 0.45141], [-0.69581, -1.14558, -0.48087], [0.66848, -0.76728, -0.41822], [0.73761, 0.35714, 0.39616], [1.87230, 1.09838, 0.88627], [1.78484, 1.92974, 1.92887], [0.49231, 2.07244, 2.65565], [-0.58419, 1.41002, 2.10902], [-0.49348, 0.54553, 1.01602], [-2.73932, -1.89521, 1.06655], [-3.45758, -0.70703, -0.25927], [-3.30155, -0.41678, 1.49074], [-1.04277, -2.05614, -1.17779], [1.30849, -1.23110, -0.90367], [2.71270, 1.04525, 0.09940], [2.38297, 2.59834, 2.44632], [0.30465, 2.88847, 3.36203], [-1.61056, 1.47855, 2.46284], [-0.23936, -1.49305, -3.84496], [1.03381, -1.33952, -3.12263], [-0.95201, -1.57844, -3.09472], [-0.20822, -2.43022, -4.46559], [-0.30903, -0.56071, -4.40005], [1.63928, -1.83600, -3.63777]]
}


Version 2
{
  "formula": "C10H13NO",
  "method": "the ωB97M-V functional and the def2-TZVPD basis",
  "homo_ev": -8.63,
  "lumo_ev": 0.70,
  "homo_lumo_gap_ha": 0.3430,
  "smiles": "C[C@@H]1NCCc2cc(O)ccc21",
  "species": ["C", "C", "N", "C", "C", "C", "C", "C", "O", "C", "C", "C", "H", "H", "H", "H", "H", "H", "H", "H", "H", "H", "H", "H", "H"],
  "coordinates": [[-2.52141, -1.93182, -0.40359], [-1.76029, -0.77971, 0.42803], [-2.66717, 0.38971, -0.01287], [-2.03596, 1.52684, 0.41037], [-0.83888, 2.05391, -0.26929], [0.19369, 0.83067, -0.15108], [1.67112, 1.06004, -0.11832], [2.55326, 0.00218, -0.03202], [3.91656, 0.19876, -0.06960], [2.01025, -1.28636, 0.18573], [0.56813, -1.50764, 0.11949], [-0.30981, -0.44593, -0.06319], [-3.65826, -1.64626, -0.53023], [-2.48724, -3.02544, 0.04831], [-2.34347, -1.91329, -1.45767], [-1.93733, -0.79410, 1.51583], [-2.37310, 0.43518, -1.10518], [-1.91952, 1.25177, 1.53461], [-2.77331, 2.33787, 0.59701], [-0.96026, 2.23298, -1.39217], [-0.58370, 2.95507, 0.26923], [2.06026, 2.06222, -0.27241], [4.32207, -0.75366, 0.26799], [2.64053, -2.11086, 0.36939], [0.17056, -2.48274, 0.16535]]
}


Most stable pick: version 1. Distance to second place: 0.606 eV.


Version 1
{
  "formula": "C10H13NO",
  "method": "the ωB97M-V functional and the def2-TZVPD basis",
  "homo_ev": -8.84,
  "lumo_ev": 0.86,
  "homo_lumo_gap_ha": 0.3565,
  "smiles": "OC[C@H]1Cc2ccccc2CN1",
  "species": ["O", "C", "C", "C", "C", "C", "C", "C", "C", "C", "C", "N", "H", "H", "H", "H", "H", "H", "H", "H", "H", "H", "H", "H", "H"],
  "coordinates": [[0.89644, 2.82635, -1.65178], [1.16260, 1.42377, -1.60569], [1.57813, 1.07276, -0.21165], [0.43998, 1.24178, 0.78455], [-0.54992, 0.09033, 0.77244], [-1.82337, 0.24237, 1.29770], [-2.74494, -0.79178, 1.29245], [-2.38246, -2.02093, 0.74681], [-1.09060, -2.21790, 0.24969], [-0.17859, -1.14127, 0.20112], [1.17338, -1.31394, -0.48174], [2.14347, -0.26701, -0.18703], [0.47920, 3.02624, -2.50698], [1.98097, 1.18697, -2.26773], [0.29035, 0.84737, -1.91409], [2.40356, 1.75460, 0.06760], [0.87250, 1.29401, 1.80227], [-0.06898, 2.18868, 0.59230], [-2.06559, 1.20437, 1.73424], [-3.76359, -0.63178, 1.69976], [-3.10729, -2.82802, 0.76812], [-0.76757, -3.17970, -0.15315], [1.62454, -2.28019, -0.20334], [0.99224, -1.30133, -1.56216], [2.50555, -0.42575, 0.73630]]
}


Version 2
{
  "formula": "C10H13NO",
  "method": "the ωB97M-V functional and the def2-TZVPD basis",
  "homo_ev": -7.69,
  "lumo_ev": 0.70,
  "homo_lumo_gap_ha": 0.3082,
  "smiles": "Cc1c[nH]c2ccccc12.CO",
  "species": ["C", "C", "C", "N", "C", "C", "C", "C", "C", "C", "H", "H", "H", "H", "H", "H", "H", "H", "H", "C", "O", "H", "H", "H", "H"],
  "coordinates": [[-2.11435, -0.00692, -2.67743], [-1.42559, 0.08476, -1.34725], [-1.84150, -0.41349, -0.15526], [-0.90402, -0.22208, 0.83026], [0.16942, 0.40857, 0.25838], [1.34561, 0.85080, 0.86996], [2.24710, 1.55334, 0.09825], [1.91822, 1.89310, -1.23192], [0.77036, 1.43396, -1.83213], [-0.14012, 0.67128, -1.08439], [-2.13353, 0.98411, -3.13760], [-3.15182, -0.31002, -2.55616], [-1.45633, -0.57048, -3.33926], [-2.74586, -0.96714, 0.03566], [-0.98373, -0.47789, 1.80227], [1.66722, 0.44306, 1.81806], [3.17363, 1.95863, 0.48445], [2.60321, 2.51299, -1.80037], [0.57480, 1.65880, -2.87269], [0.68992, -2.50532, 2.17496], [-0.44008, -2.14948, 2.97709], [0.52533, -2.03798, 1.21116], [1.63269, -2.09827, 2.54988], [0.83745, -3.58069, 2.14002], [-0.18052, -2.10752, 3.90620]]
}


Most stable pick: version 1. Distance to second place: 0.196 eV.